Record 1
Entry from OMol25: a molecular structure, C4H6O2 in a non-equilibrium geometry (ωB97M-V/def2-TZVPD).

The geometry in XYZ format:
```
12
Properties=species:S:1:pos:R:3
C 1.7163 0.0493 -0.5445
C 0.4649 0.6519 -0.1911
O 0.2035 1.8161 -0.4523
C -0.4359 -0.2178 0.6787
C -1.8684 -0.3419 0.2148
O -2.1946 -0.3306 -0.9456
H 0.5192 -0.1891 -1.3395
H 2.1888 -0.7032 0.1205
H 2.4508 0.7057 -1.0259
H -0.0537 -1.2423 0.8247
H -0.3804 0.3010 1.6349
H -2.6106 -0.4992 1.0252
```

Summary:
Charge = 0
Total energy = -306.38024 a.u.
HOMO-LUMO gap = 9.90 eV
Relative energy (zero: lowest compared OMol25 entry of this formula, charge and spin) = 79.1 kcal per mole


Record 2
Entry from OMol25: 2 unconnected molecules or ions with the total composition C5H7ClNO4 in a non-equilibrium geometry (ωB97M-V/def2-TZVPD).

The geometry in XYZ format:
```
18
Properties=species:S:1:pos:R:3
C -1.7501 0.9296 1.4816
C -0.3532 -1.4009 -0.2576
C 0.2078 -0.2059 -0.9775
C -0.6309 1.0123 -0.9767
C -1.2860 1.5270 0.1167
N 1.8041 2.1515 1.7166
O -2.6133 0.0815 1.5554
O 0.7605 3.0348 1.9685
O -1.2813 1.5331 2.5161
O 2.8809 2.7019 1.6608
Cl -2.1973 2.9182 -0.2760
H -0.7826 -1.1143 0.7732
H -1.3368 -1.5540 -0.8246
H 0.2330 -2.3701 -0.2681
H 1.1894 -0.0040 -0.5511
H 0.2695 -0.5460 -2.0630
H -0.6757 1.6582 -1.9051
H -0.1016 2.5705 2.3599
```

Summary:
Charge = -1
Total energy = -1010.58914 a.u.
HOMO-LUMO gap = 8.66 eV
Relative energy (zero: lowest compared OMol25 entry of this formula, charge and spin) = 7.6 kcal per mole


Record 3
Entry from OMol25: a molecular structure, C56H86N5O3Pb in a non-equilibrium geometry (ωB97M-V/def2-TZVPD).

The geometry in XYZ format:
```
151
Properties=species:S:1:pos:R:3
Pb 0.3353 -0.0826 0.3783
C -7.6820 -1.4394 -0.7327
C -6.7427 -1.3168 -1.9413
C -7.1446 -2.3741 -2.9748
C -6.9005 0.0712 -2.5839
C -5.2970 -1.4503 -1.5050
C -4.7970 -0.6451 -0.4798
C -3.4656 -0.6390 -0.1125
C -3.0703 0.4626 0.8579
N -1.9573 0.2851 1.8004
C -2.2742 -0.7582 2.7756
C -1.5640 -2.0621 2.4553
N -0.1113 -1.9257 2.2946
C 0.5268 -1.4994 3.5443
C 1.3280 -0.1808 3.4899
N 0.7806 0.9372 2.7024
C -0.3954 1.5408 3.3382
C -1.6600 1.5551 2.4636
C 1.8848 1.9147 2.5289
C 1.6258 3.1087 1.6502
C 1.5074 4.3655 2.1891
C 1.4239 5.5075 1.3801
C 1.4856 5.3211 -0.0014
C 1.6532 4.0901 -0.6149
C 1.7451 2.9151 0.2225
O 1.9370 1.7472 -0.2182
C 1.8083 4.0624 -2.1307
C 1.9497 2.6666 -2.7390
C 3.0868 4.8530 -2.4702
C 0.6129 4.7395 -2.8215
C 1.3850 6.8830 2.0208
C 0.3904 6.9070 3.1913
C 0.9799 7.9893 1.0422
C 2.8004 7.1990 2.5368
C 0.3323 -3.2291 1.7876
C 1.6961 -3.4617 1.1909
C 1.8927 -4.6916 0.6067
C 3.1199 -5.0530 0.0513
C 4.2217 -4.2374 0.3604
C 4.0960 -3.0162 0.9693
C 2.7490 -2.4854 1.1436
O 2.4979 -1.2512 1.1900
C 5.2867 -2.2723 1.5414
C 6.6293 -2.8774 1.1181
C 5.1539 -2.4126 3.0715
C 5.2889 -0.7880 1.1602
C 3.2936 -6.2636 -0.8341
C 4.2479 -7.2722 -0.1806
C 3.8853 -5.7756 -2.1670
C 1.9666 -6.9659 -1.1313
C -2.5492 -1.5120 -0.7916
O -1.3123 -1.5785 -0.4784
C -3.0675 -2.3686 -1.8293
C -4.4038 -2.3079 -2.1452
C -2.1342 -3.3261 -2.5581
C -1.5712 -4.3367 -1.5482
C -0.9678 -2.5620 -3.2015
C -2.8374 -4.1066 -3.6739
H -8.7156 -1.4621 -1.0696
H -7.5707 -0.5990 -0.0538
H -7.4767 -2.3563 -0.1859
H -8.1871 -2.2383 -3.2479
H -7.0294 -3.3781 -2.5725
H -6.5543 -2.2846 -3.8828
H -7.9334 0.2258 -2.8820
H -6.2673 0.1489 -3.4652
H -6.6172 0.8578 -1.8906
H -5.4709 0.0362 0.0229
H -3.9766 0.7168 1.4312
H -2.8281 1.3290 0.2414
H -3.3525 -0.9642 2.7800
H -2.0155 -0.4180 3.7789
H -1.9648 -2.4284 1.5127
H -1.8022 -2.8000 3.2393
H 1.2484 -2.2591 3.8627
H -0.2289 -1.4400 4.3331
H 2.2921 -0.4134 3.0413
H 1.5037 0.1424 4.5268
H -0.1820 2.5851 3.5909
H -0.6010 1.0282 4.2810
H -1.5216 2.2981 1.6813
H -2.4975 1.8841 3.1021
H 2.7068 1.3652 2.0644
H 2.2096 2.2631 3.5183
H 1.5183 4.4753 3.2644
H 1.4313 6.1949 -0.6301
H 2.8204 2.1552 -2.3408
H 2.0640 2.7619 -3.8176
H 1.0754 2.0575 -2.5308
H 3.9419 4.4116 -1.9630
H 3.0048 5.8927 -2.1678
H 3.2662 4.8210 -3.5424
H -0.2852 4.1332 -2.7223
H 0.8230 4.8434 -3.8826
H 0.4034 5.7297 -2.4255
H -0.5957 6.5932 2.8553
H 0.3112 7.9169 3.5844
H 0.6992 6.2618 4.0084
H 0.0268 7.7667 0.5689
H 1.7335 8.1373 0.2737
H 0.8763 8.9271 1.5833
H 3.1377 6.4628 3.2606
H 2.8111 8.1788 3.0099
H 3.5074 7.2081 1.7112
H -0.3793 -3.4935 1.0020
H 0.2142 -3.9846 2.5872
H 1.0601 -5.3756 0.5655
H 5.2019 -4.6038 0.1054
H 6.7358 -3.9033 1.4611
H 7.4362 -2.2997 1.5628
H 6.7486 -2.8440 0.0376
H 5.1693 -3.4633 3.3578
H 4.2209 -1.9745 3.4211
H 5.9815 -1.9084 3.5640
H 5.2500 -0.6767 0.0789
H 6.1955 -0.3151 1.5314
H 4.4320 -0.2733 1.5813
H 5.2362 -6.8470 -0.0298
H 4.3448 -8.1455 -0.8202
H 3.8601 -7.5905 0.7842
H 4.8666 -5.3320 -2.0291
H 3.2342 -5.0293 -2.6170
H 3.9817 -6.6100 -2.8563
H 1.5462 -7.4132 -0.2344
H 2.1327 -7.7625 -1.8521
H 1.2468 -6.2716 -1.5579
H -4.7779 -2.9432 -2.9251
H -0.9339 -3.8204 -0.8378
H -0.9759 -5.0845 -2.0654
H -2.3762 -4.8385 -1.0152
H -0.3970 -2.0241 -2.4515
H -1.3389 -1.8580 -3.9431
H -0.3040 -3.2657 -3.6985
H -3.6214 -4.7503 -3.2811
H -2.1095 -4.7410 -4.1740
H -3.2593 -3.4376 -4.4212
C -2.8362 5.1224 -0.3001
C -2.2879 3.8655 -0.8620
C -2.7081 3.0994 -1.9251
C -1.8177 2.0095 -1.9844
N -0.9306 2.0914 -1.0021
N -1.2264 3.2182 -0.3252
C -1.8064 0.9283 -2.9955
H -3.5435 5.5530 -1.0034
H -2.0416 5.8430 -0.1079
H -3.3601 4.9297 0.6372
H -3.5319 3.2904 -2.5803
H -0.5504 3.5822 0.3305
H -1.6645 1.3549 -3.9873
H -2.7546 0.3927 -2.9893
H -0.9993 0.2355 -2.7786
```

Summary:
Charge = +1
Total energy = -2877.62069 a.u.
HOMO-LUMO gap (alpha / beta) = 4.34 / 3.74 eV
Relative energy (zero: lowest compared OMol25 entry of this formula, charge and spin) = 0.0 kcal per mole


Record 4
Entry from OMol25: a molecular structure, C42H26AsClFeN4OS3 (ωB97M-V/def2-TZVPD).

The geometry in XYZ format:
```
79
Properties=species:S:1:pos:R:3
Fe 0.6398 -0.0270 -1.3857
Cl 3.2495 6.1864 1.4420
C 2.7496 4.5635 1.0201
C 3.3196 3.4685 1.6928
C 2.9299 2.1966 1.3918
C 1.9580 1.9277 0.3842
O 1.6310 0.7115 0.1571
C 1.4017 3.0543 -0.2879
C 0.3027 2.9159 -1.1844
N -0.1592 1.8054 -1.6471
C -1.4378 1.7957 -2.2433
C -2.0599 2.8281 -2.8920
C -3.3878 2.6832 -3.3497
C -4.0821 1.5227 -3.1596
C -3.4548 0.4252 -2.5206
C -4.0668 -0.8350 -2.3187
C -3.3544 -1.8473 -1.7473
C -2.0127 -1.6245 -1.3727
N -1.4333 -0.4590 -1.5185
C -2.1308 0.5679 -2.0802
C 1.8042 4.3621 0.0604
H 4.0621 3.6455 2.4604
H 3.3467 1.3454 1.9127
H -0.2403 3.8361 -1.4065
H -1.5331 3.7554 -3.0732
H -3.8579 3.5123 -3.8625
H -5.1005 1.4198 -3.5127
H -5.0918 -0.9858 -2.6365
H -3.7901 -2.8242 -1.5916
H -1.3909 -2.4150 -0.9692
H 1.3530 5.2097 -0.4416
S 2.6646 0.5479 -2.3399
C 2.9362 -0.6158 -3.5939
C 4.2107 -0.9273 -4.0546
C 4.3866 -1.8283 -5.0985
C 5.7142 -2.1268 -5.5586
N 6.7850 -2.3512 -5.9133
C 3.2680 -2.4402 -5.6836
C 1.9947 -2.1407 -5.2116
C 1.8188 -1.2329 -4.1755
S 0.2528 -0.7952 -3.5729
C 3.4161 -3.3791 -6.7603
N 3.5083 -4.1304 -7.6264
H 5.0752 -0.4664 -3.5958
H 1.1354 -2.6241 -5.6574
S 1.2494 -2.1879 -0.7386
C 0.5632 -2.7755 0.7794
C 0.8819 -4.1281 1.0341
C 0.4335 -4.7983 2.1493
C -0.3706 -4.1469 3.0813
C -0.6928 -2.8238 2.8606
C -0.2424 -2.1212 1.7372
As -0.7028 -0.2279 1.5799
C 0.3842 0.5213 3.0198
C 1.4191 -0.1718 3.6347
C 2.2052 0.4509 4.5981
C 1.9625 1.7690 4.9555
C 0.9334 2.4704 4.3397
C 0.1572 1.8504 3.3734
C -2.4243 -0.1873 2.5407
C -3.5715 -0.2442 1.7516
C -4.8367 -0.2012 2.3219
C -4.9713 -0.0850 3.6977
C -3.8364 -0.0101 4.4939
C -2.5733 -0.0606 3.9197
H 1.5018 -4.6391 0.3082
H 0.7082 -5.8366 2.2939
H -0.7356 -4.6622 3.9608
H -1.3151 -2.3116 3.5848
H 1.6176 -1.1999 3.3563
H 3.0120 -0.0984 5.0681
H 2.5776 2.2525 5.7045
H 0.7475 3.5052 4.6000
H -0.6357 2.4078 2.8839
H -3.4752 -0.3171 0.6733
H -5.7156 -0.2500 1.6904
H -5.9556 -0.0460 4.1475
H -3.9339 0.0878 5.5684
H -1.6959 0.0051 4.5528
```

Summary:
⟨S²⟩ = 0.881
Spin multiplicity = 2
Charge = -1
Total energy = -7064.75198 a.u.
HOMO-LUMO gap (alpha / beta) = 6.02 / 5.90 eV
Relative energy (zero: lowest compared OMol25 entry of this formula, charge and spin) = 0.0 kcal per mole


Record 5
Entry from OMol25: a molecular structure, C15H8BClF4IN3OPt in a non-equilibrium geometry (ωB97M-V/def2-TZVPD).

The geometry in XYZ format:
```
35
Properties=species:S:1:pos:R:3
Pt 1.2345 1.2732 -0.6851
Cl -3.9322 0.3045 4.1872
C -2.4703 0.3678 3.2543
C -1.2667 0.2636 3.8839
C -0.0711 0.3146 3.1481
I 1.7462 0.1407 4.1455
C -0.0592 0.4644 1.7756
O 1.0992 0.4871 1.1355
C -1.3341 0.5625 1.1096
N -1.3196 0.6819 -0.2344
C -2.4503 0.7709 -0.8844
C -3.7023 0.7408 -0.2434
C -3.7445 0.6163 1.1163
C -2.5409 0.5173 1.8474
H -1.2276 0.1454 4.9576
H -2.3867 0.8941 -1.9601
H -4.6091 0.8229 -0.8261
H -4.6865 0.5922 1.6459
F -0.4073 3.3671 -2.1245
B 0.8094 3.7232 -1.6014
F 1.8162 2.8249 -2.1615
F 1.1232 5.0239 -1.6726
F 0.8289 3.2558 -0.1820
N 3.0753 -5.6006 -2.3390
C 2.8175 -4.5069 -2.1053
C 2.4925 -3.1422 -1.8114
C 3.0410 -2.5088 -0.7019
C 2.6942 -1.1990 -0.4423
N 1.8554 -0.5256 -1.2396
C 1.3255 -1.1272 -2.3119
C 1.6213 -2.4336 -2.6343
H 3.7212 -3.0269 -0.0427
H 3.0715 -0.6639 0.4160
H 0.6578 -0.5278 -2.9142
H 1.1773 -2.8927 -3.5047
```

Summary:
Charge = 0
Total energy = -2117.62691 a.u.
HOMO-LUMO gap = 6.48 eV
Relative energy (zero: lowest compared OMol25 entry of this formula, charge and spin) = 51.1 kcal per mole


Record 6
Entry from OMol25: 2 unconnected molecules or ions with the total composition BrIO2S2 in a non-equilibrium geometry (ωB97M-V/def2-TZVPD).

The geometry in XYZ format:
```
6
Properties=species:S:1:pos:R:3
O 0.3856 0.5664 1.0872
O -0.0490 0.2665 -1.2632
S 1.7141 1.5724 0.7525
S -0.3781 -0.3612 -0.0299
Br 1.0692 -3.4590 0.0838
I 3.2731 0.0570 -0.1890
```

Summary:
Charge = 0
Total energy = -3818.45421 a.u.
HOMO-LUMO gap (alpha / beta) = 5.57 / 5.57 eV
Relative energy (zero: lowest compared OMol25 entry of this formula, charge and spin) = 41.6 kcal per mole


Record 7
Entry from OMol25: a single C5H9FO molecule in a non-equilibrium geometry (ωB97M-V/def2-TZVPD).

The geometry in XYZ format:
```
16
Properties=species:S:1:pos:R:3
O -2.0631 1.1574 -0.1338
C -1.8759 -0.2028 0.1647
C -0.5453 -0.8209 -0.4672
C 0.6832 -0.5140 0.3809
C 2.0025 -0.1713 -0.3562
C 1.2506 0.8533 0.3864
F 0.5848 1.8546 -0.3200
H -1.3731 1.6492 0.3072
H -2.7337 -0.7312 -0.3167
H -1.8648 -0.4382 1.2419
H -0.7389 -1.8857 -0.7318
H -0.4406 -0.2875 -1.4315
H 0.7505 -1.0664 1.3412
H 1.9358 -0.0713 -1.4138
H 2.8557 -0.6137 0.0365
H 1.5721 1.2885 1.3120
```

Summary:
Charge = 0
Total energy = -370.96284 a.u.
HOMO-LUMO gap = 10.69 eV
Relative energy (zero: lowest compared OMol25 entry of this formula, charge and spin) = 31.8 kcal per mole


Record 8
Entry from OMol25: 2 unconnected molecules or ions with the total composition C2BrF3O in a non-equilibrium geometry (ωB97M-V/def2-TZVPD).

The geometry in XYZ format:
```
7
Properties=species:S:1:pos:R:3
C -0.8941 2.0714 0.3653
C 0.6389 -1.3977 0.3145
O 0.0728 -1.2916 1.3299
F 0.2141 2.0438 -0.3543
F -1.7036 1.3988 -0.4090
F 1.9131 -1.3162 0.0266
Br -0.2412 -1.5085 -1.2731
```

Summary:
Charge = 0
Total energy = -3024.97705 a.u.
HOMO-LUMO gap = 11.26 eV
Relative energy (zero: lowest compared OMol25 entry of this formula, charge and spin) = 29.2 kcal per mole